# 1
{"formula": "C11H17BrF6N3O8S2V", "method": "the ωB97M-V functional and the def2-TZVPD basis", "species": ["O", "V", "C", "C", "O", "O", "H", "H", "H", "C", "F", "F", "F", "S", "O", "O", "N", "S", "O", "O", "C", "F", "F", "F", "Br", "C", "O", "N", "C", "C", "H", "H", "H", "H", "H", "H", "H", "C", "C", "C", "C", "N", "H", "H", "H", "H", "H", "H", "H"], "positions_angstrom": [[0.398393, 0.652516, 1.069661], [-0.604793, 1.437836, 0.173496], [-1.320172, 5.261393, 1.393231], [-0.939785, 3.982359, 0.713134], [0.086830, 3.347101, 1.123570], [-1.672173, 3.420429, -0.146543], [-2.026060, 5.802586, 0.761584], [-0.486211, 5.924861, 1.601084], [-1.816663, 4.967709, 2.317850], [-2.110129, -2.578961, -1.511834], [-3.286559, -2.016889, -1.748165], [-2.166802, -3.228115, -0.365522], [-1.835719, -3.450883, -2.482154], [-0.683345, -1.364525, -1.457403], [-0.031978, -1.688344, -0.242676], [0.020093, -1.520348, -2.687202], [-1.393212, 0.126771, -1.322405], [-2.060763, 0.645260, -2.738500], [-1.384525, 1.849510, -3.109797], [-2.315799, -0.373277, -3.704008], [-3.745182, 1.192060, -2.164548], [-4.562940, 1.133195, -3.230269], [-4.226055, 0.429560, -1.202276], [-3.673946, 2.456001, -1.758074], [-2.698739, 0.696294, 1.796646], [2.049830, 1.669363, -1.997047], [1.082017, 1.674596, -1.263787], [2.945616, 0.681315, -2.042777], [3.980681, 0.648920, -3.056033], [2.954845, -0.374105, -1.073564], [2.278073, 2.493079, -2.686068], [4.094678, 1.605550, -3.556556], [3.783114, -0.168287, -3.752623], [4.930708, 0.418503, -2.563121], [3.974437, -0.440463, -0.652578], [2.355175, -0.106373, -0.209712], [2.765776, -1.346559, -1.522790], [1.470947, -2.397164, 2.337075], [0.611857, -3.315177, 3.196338], [0.383074, -2.722096, 4.568200], [-0.790441, -3.229014, 5.271407], [-1.690302, -3.662987, 5.837277], [1.473016, -2.705088, 1.297262], [2.504800, -2.326901, 2.698752], [1.082230, -1.377609, 2.373086], [1.106974, -4.281468, 3.266514], [-0.351965, -3.343605, 2.686025], [0.290937, -1.630102, 4.542914], [1.250177, -2.868448, 5.222950]], "atomic_forces_ev_per_a": [[-0.543, 0.272, -0.394], [0.651, 0.690, 1.715], [-0.495, 0.332, -0.662], [0.595, -1.415, 0.183], [-0.462, -0.244, -0.241], [0.062, 0.160, -0.023], [-0.106, -0.058, 0.138], [0.236, -0.266, 0.128], [0.029, 0.117, 0.066], [0.188, 0.263, -0.403], [-0.010, -0.129, 0.075], [-0.117, -0.203, 0.334], [-0.181, -0.220, -0.094], [-0.847, 0.660, 0.022], [0.350, -0.088, 0.596], [0.246, 0.043, -0.325], [0.202, -1.441, -0.964], [0.270, 0.947, 0.604], [-0.117, 0.046, -0.261], [0.117, -0.286, 0.079], [0.101, 0.367, -0.086], [0.031, 0.007, 0.185], [-0.116, 0.072, -0.122], [-0.218, -0.337, 0.003], [0.841, 0.493, -0.687], [0.103, -0.221, -0.193], [-0.819, 0.487, 0.360], [0.291, 0.555, -0.430], [0.273, -0.422, 0.521], [1.171, -0.236, 0.801], [-0.182, 0.035, -0.077], [-0.248, 0.004, -0.157], [-0.016, 0.197, -0.233], [0.005, 0.083, -0.064], [-0.080, 0.048, -0.267], [-0.646, -0.326, -0.287], [-0.576, -0.004, 0.128], [0.458, 0.504, 0.373], [0.025, 0.700, -0.751], [0.383, 0.613, 0.900], [0.023, -0.309, 0.082], [-0.033, 0.019, 0.004], [0.049, -0.084, -0.034], [-0.037, -0.201, -0.012], [-0.127, -0.052, -0.195], [-0.462, -0.290, 0.012], [-0.011, -0.584, 0.059], [-0.201, -0.094, -0.356], [-0.050, -0.207, -0.047]], "mol_weight_da": 628.24, "lumo_energy_ev": [2.34, 2.34], "multiplicity": 2, "homo_ha": [-0.208, -0.208], "s_squared": 0.77, "homo_lumo_gap_ev": [7.9882, 8.0028], "total_charge": -1}



# 2
{"formula": "C3H6ClN", "method": "the ωB97M-V functional and the def2-TZVPD basis", "species": ["Cl", "C", "C", "C", "N", "H", "H", "H", "H", "H", "H"], "positions_angstrom": [[1.974218, -0.283808, 0.007002], [0.429187, 0.869487, -0.142442], [-0.916624, 0.370047, 0.410153], [-1.557102, -0.914824, -0.091002], [-2.165549, 0.319477, -0.281168], [0.961974, 1.774161, 0.525756], [0.289127, 1.130453, -1.376255], [-0.864101, 0.122989, 1.444718], [-2.086448, -1.397803, 0.862291], [-1.391085, -1.354340, -1.099257], [-3.045095, 0.364671, 0.431630]], "atomic_forces_ev_per_a": [[-1.955, 0.526, -0.225], [1.186, 2.554, -1.576], [2.581, -2.193, -0.066], [-0.890, -2.039, 0.968], [-4.322, 3.012, 1.895], [-2.108, -2.127, -2.203], [0.685, -0.602, 3.754], [-0.135, 1.054, 1.084], [1.722, -0.359, -2.695], [0.439, -0.530, 1.393], [2.797, 0.703, -2.329]], "mol_weight_da": 91.54, "lumo_energy_ev": 0.75, "multiplicity": 1, "homo_ha": -0.372, "homo_lumo_gap_ev": 10.8836}



# 3
{"formula": "C22H49F3MnN6O10S", "method": "the ωB97M-V functional and the def2-TZVPD basis", "species": ["Mn", "C", "F", "F", "F", "S", "O", "O", "O", "C", "C", "C", "O", "H", "H", "H", "H", "H", "H", "H", "C", "O", "N", "C", "C", "H", "H", "H", "H", "H", "H", "H", "C", "O", "N", "C", "C", "H", "H", "H", "H", "H", "H", "H", "C", "O", "N", "C", "C", "H", "H", "H", "H", "H", "H", "H", "C", "O", "N", "C", "C", "H", "H", "H", "H", "H", "H", "H", "C", "O", "N", "C", "C", "H", "H", "H", "H", "H", "H", "H", "C", "O", "N", "C", "C", "H", "H", "H", "H", "H", "H", "H"], "positions_angstrom": [[6.061596, 10.445537, 12.633616], [2.410699, 9.569186, 14.641758], [1.296550, 8.970245, 15.076492], [2.159665, 10.891606, 14.572335], [3.409064, 9.361029, 15.505700], [2.834691, 9.105106, 12.877402], [1.894370, 9.870956, 12.077635], [4.221302, 9.555244, 12.756460], [2.707237, 7.670301, 12.754161], [6.981112, 13.148080, 15.820903], [5.781722, 12.315407, 15.405230], [4.583473, 13.217085, 15.071823], [6.194411, 11.486737, 14.361103], [6.639571, 13.757090, 16.669691], [7.397958, 13.778870, 15.042018], [7.665895, 12.419931, 16.256485], [5.469250, 11.692882, 16.257218], [4.332696, 13.851253, 15.926335], [3.668630, 12.698205, 14.784580], [4.831523, 13.836645, 14.201855], [9.158875, 11.733183, 12.105853], [8.060317, 11.201923, 12.085291], [9.320332, 13.057185, 12.084898], [10.613092, 13.705245, 11.997003], [8.122495, 13.912314, 12.282145], [10.136373, 11.243910, 12.184948], [10.823261, 14.270057, 12.906145], [10.639400, 14.356116, 11.124943], [11.390115, 12.945346, 11.930876], [8.315761, 14.469384, 13.199489], [8.158428, 14.530794, 11.381748], [7.181995, 13.383924, 12.380229], [5.920586, 19.341225, 14.524258], [6.062696, 20.304977, 13.794126], [5.816920, 18.069388, 14.089060], [5.940451, 17.738912, 12.673735], [5.624068, 16.957590, 14.995630], [5.753332, 19.493568, 15.601882], [6.632365, 16.893721, 12.682691], [6.200290, 18.599982, 12.069874], [5.001904, 17.356520, 12.261504], [4.803046, 16.301795, 14.701781], [6.516624, 16.330399, 15.067831], [5.396519, 17.286638, 16.009020], [3.417162, 11.241587, 19.335921], [3.673661, 11.024297, 20.503831], [2.340565, 11.923745, 18.896411], [2.083734, 12.157125, 17.496847], [1.418576, 12.637686, 19.764536], [4.003385, 10.825028, 18.498890], [1.140302, 11.696221, 17.194361], [2.822803, 11.752097, 16.802980], [2.070368, 13.205388, 17.184326], [1.715527, 12.463979, 20.797602], [1.463398, 13.711258, 19.579648], [0.417588, 12.239525, 19.597397], [8.839830, 7.822161, 17.906332], [9.172019, 7.495622, 16.788083], [7.664877, 8.412603, 18.224942], [7.256791, 8.846218, 19.541709], [6.613654, 8.519300, 17.243541], [9.496658, 7.842795, 18.795410], [6.542799, 8.106505, 19.922519], [6.749334, 9.808433, 19.518413], [8.136804, 8.844223, 20.187613], [6.043761, 9.449391, 17.299867], [6.941518, 8.524043, 16.204755], [5.943826, 7.660639, 17.366900], [11.223569, 12.491126, 17.569817], [11.393401, 13.277277, 16.658674], [10.307920, 12.678596, 18.559815], [9.838293, 11.533338, 19.297295], [9.426239, 13.820645, 18.429902], [11.770309, 11.542477, 17.682372], [8.881669, 11.077750, 19.021366], [9.648340, 11.863731, 20.326011], [10.574774, 10.736065, 19.390230], [8.831949, 13.883533, 19.344471], [10.043464, 14.715940, 18.394386], [8.723994, 13.773446, 17.600629], [4.001731, 12.261746, 11.220029], [5.201100, 12.017066, 11.393024], [3.502333, 13.485342, 11.044476], [4.333063, 14.680347, 11.224325], [2.099824, 13.650575, 10.692608], [3.188887, 11.524618, 11.168990], [4.192312, 15.223291, 10.288352], [5.362164, 14.449063, 11.459323], [3.924945, 15.300804, 12.023906], [1.412023, 13.691385, 11.538177], [2.008840, 14.578960, 10.130027], [1.765287, 12.831283, 10.059353]], "atomic_forces_ev_per_a": [[0.025, 1.845, 1.418], [-0.221, 0.279, -0.819], [0.606, 0.052, -0.101], [0.068, 0.027, 0.551], [-0.352, -0.036, -0.176], [-1.580, -1.849, -0.869], [0.727, 0.075, 0.617], [0.870, 0.400, -0.010], [0.191, 0.849, 0.559], [-0.903, -0.389, 1.599], [-0.131, -0.397, -1.206], [0.050, 0.059, -0.476], [-0.409, -0.516, -0.923], [0.280, 0.325, -0.116], [0.067, -0.200, -0.091], [0.577, 0.279, -0.426], [0.088, 0.002, 0.254], [0.086, 0.129, -0.047], [0.162, -0.371, 0.107], [0.135, 0.187, 0.120], [0.832, 1.269, 0.199], [-0.736, -1.325, -0.075], [-1.302, -0.488, 0.546], [-0.066, -0.260, 0.419], [1.552, 0.250, -0.618], [-0.230, -0.688, -0.243], [-0.106, 0.179, -0.049], [0.114, 0.042, -0.009], [-0.017, -0.001, -0.212], [-0.158, 0.363, -0.205], [-0.637, 0.522, 0.347], [0.220, -0.451, -0.123], [-0.655, 0.789, -0.463], [0.241, -0.147, 0.046], [-0.348, -0.161, 0.082], [-0.323, -0.587, 0.708], [0.109, -0.205, 0.285], [0.232, -0.401, 0.110], [0.362, 0.227, -0.765], [0.522, 0.006, 0.218], [-0.175, 0.048, 0.242], [-0.082, 0.137, -0.256], [0.100, -0.017, -0.119], [0.043, 0.297, -0.083], [-0.377, -0.334, 0.207], [0.259, 0.119, -0.057], [-0.122, 0.974, -0.658], [0.111, -0.357, -1.139], [0.494, -0.587, 0.504], [0.107, 0.075, 0.011], [-0.131, 0.133, 0.098], [0.279, -0.417, 0.581], [-0.224, 0.208, 0.605], [-0.085, -0.081, -0.021], [-0.130, -0.003, -0.173], [-0.119, 0.243, 0.070], [-0.048, 1.347, 0.350], [0.081, -0.469, 0.135], [-0.504, 0.743, -0.799], [0.318, -1.177, 0.202], [-0.613, -0.378, -0.882], [0.258, -0.468, -0.118], [-0.025, 0.225, 0.282], [0.236, 0.141, -0.040], [-0.169, 0.221, 0.149], [0.055, -0.020, 0.593], [0.581, -0.304, 0.221], [-0.238, 0.225, -0.107], [-0.497, 0.207, -0.137], [0.306, -0.146, 0.099], [-0.132, -0.682, -0.932], [-0.335, -0.004, 1.737], [-0.036, 0.304, 0.976], [0.153, 0.041, -0.089], [0.111, 0.239, -0.792], [0.131, -0.041, 0.033], [0.186, 0.148, -0.372], [0.033, -0.020, 0.006], [-0.148, 0.078, -0.324], [0.297, -0.069, -0.216], [-0.877, 0.365, -0.365], [0.213, -0.204, 0.217], [0.735, -0.211, 0.714], [-1.221, 0.050, -0.468], [-0.163, 0.143, -0.164], [0.479, -0.479, 0.055], [0.646, 0.359, 0.080], [0.061, -0.245, -0.263], [-0.065, -0.086, 0.085], [0.267, 0.097, 0.240], [-0.081, -0.037, -0.048], [0.116, -0.015, -0.035]], "mol_weight_da": 701.67, "lumo_energy_ev": [0.09, -0.20], "multiplicity": 6, "homo_ha": [-0.318, -0.321], "s_squared": 8.75, "homo_lumo_gap_ev": [8.7402, 8.5414]}



# 4
{"formula": "C3H8N2", "method": "the ωB97M-V functional and the def2-TZVPD basis", "species": ["H", "N", "C", "N", "C", "C", "H", "H", "H", "H", "H", "H", "H"], "positions_angstrom": [[-2.767923, -0.776011, -0.108031], [-2.095112, -0.196573, -0.602961], [-0.915872, -0.577777, -0.333049], [0.240534, -0.058394, -0.850541], [1.373997, 0.063290, 0.063104], [1.075973, 0.682563, 1.414306], [-0.739897, -1.417364, 0.351786], [0.149552, 0.536451, -1.642936], [1.828587, -0.926502, 0.161151], [2.144424, 0.628167, -0.456424], [0.273197, 0.197696, 1.957051], [1.987337, 0.682496, 2.025745], [0.915384, 1.764188, 1.360127]], "atomic_forces_ev_per_a": [[0.050, -0.008, -0.142], [0.005, 0.224, -0.346], [-0.177, -0.471, 0.270], [-0.295, -0.470, 0.654], [0.325, -0.331, -0.708], [0.937, 0.839, 0.252], [0.216, 0.167, 0.120], [-0.075, 0.685, -0.147], [-0.133, -0.108, 0.343], [-0.015, 0.239, -0.008], [-0.100, -0.017, 0.034], [-0.105, -0.582, 0.019], [-0.633, -0.167, -0.341]], "mol_weight_da": 72.11, "lumo_energy_ev": 1.11, "multiplicity": 1, "homo_ha": -0.329, "homo_lumo_gap_ev": 10.0711}



# 5
{"formula": "C10H7NO4Pd", "method": "the ωB97M-V functional and the def2-TZVPD basis", "species": ["Pd", "O", "C", "C", "O", "C", "O", "C", "O", "N", "C", "C", "C", "C", "C", "C", "H", "H", "H", "H", "H", "H", "H"], "positions_angstrom": [[0.229332, 1.006754, -2.152086], [2.704848, 0.350143, -3.948385], [1.799706, 0.578811, -3.277441], [-1.526370, -0.001205, -2.237222], [-2.403928, -0.722836, -2.113339], [0.213521, 2.503666, -0.776147], [0.284249, 3.130890, 0.173125], [-0.592417, 2.296019, -3.401189], [-1.158917, 3.049149, -4.053630], [1.130419, -0.560298, -0.519844], [0.436998, -0.738286, 0.730566], [-0.588983, -1.674079, 0.818696], [-1.251067, -1.846816, 2.044036], [-0.867270, -1.071264, 3.164399], [0.146959, -0.108479, 3.047362], [0.805233, 0.082615, 1.819729], [1.168135, -1.496137, -0.930696], [2.076339, -0.276519, -0.270502], [-0.937314, -2.262915, -0.032833], [-2.126133, -2.508874, 2.145849], [-1.431950, -1.162402, 4.114030], [0.348258, 0.555700, 3.907546], [1.540353, 0.876365, 1.747978]], "atomic_forces_ev_per_a": [[-0.330, 0.137, 0.231], [-2.929, 0.788, 2.084], [4.313, -1.262, -2.912], [-3.007, -3.095, 0.700], [1.987, 1.918, -0.457], [0.564, 1.845, 3.498], [-0.265, -1.130, -2.166], [-2.331, 3.657, -3.622], [1.715, -2.305, 2.025], [-0.384, -1.522, 2.710], [1.181, 0.731, -1.826], [-2.110, -1.236, 1.567], [0.042, -0.181, -1.651], [-0.572, 0.057, 0.700], [1.164, 1.264, -0.885], [-1.055, 0.152, 2.622], [0.127, 0.309, -0.546], [0.160, 0.204, -0.490], [0.354, 0.215, 0.131], [0.696, 0.186, -0.209], [0.495, -0.014, -0.682], [0.101, -0.538, -0.621], [0.083, -0.179, -0.204]], "mol_weight_da": 311.59, "lumo_energy_ev": [-7.34, -11.67], "multiplicity": 3, "homo_ha": [-0.601, -0.660], "s_squared": 2.02, "homo_lumo_gap_ev": [9.0239, 6.2989], "total_charge": 2}



# 6
{"formula": "C6H11N3O2S", "method": "the ωB97M-V functional and the def2-TZVPD basis", "species": ["C", "C", "C", "C", "C", "C", "N", "N", "N", "O", "O", "S", "H", "H", "H", "H", "H", "H", "H", "H", "H", "H", "H"], "positions_angstrom": [[-2.070531, -0.586969, -0.018612], [2.780679, 0.140752, -0.284939], [0.378544, -1.069836, 0.308250], [-0.905241, 1.952132, -0.097468], [-0.647967, 1.052288, 1.177541], [-0.875223, -0.426068, 0.881235], [1.917088, 0.227939, -1.396656], [0.829221, -0.176183, -1.374479], [0.168929, -2.457269, -0.007503], [-3.141110, -0.889910, 0.367814], [-1.812041, -0.447433, -1.314457], [1.938880, -0.825812, 1.106010], [3.673180, -0.385498, -0.657236], [2.905797, 1.254769, -0.056757], [-1.864987, 1.888228, -0.678381], [-0.801825, 2.980001, 0.121624], [-0.190891, 1.741968, -0.911851], [0.484987, 1.079944, 1.242193], [-1.134626, 1.223603, 2.118029], [-1.038031, -0.873174, 1.826196], [1.084592, -2.732345, -0.299185], [-0.692943, -2.575312, -0.528740], [-0.986480, -0.095818, -1.522630]], "atomic_forces_ev_per_a": [[1.551, -0.485, -0.060], [0.258, 1.092, 0.772], [0.130, -0.595, -1.733], [-0.883, -0.612, -0.464], [1.790, 0.065, -2.575], [1.084, 0.886, -0.631], [1.764, 0.403, -0.979], [-3.340, -1.613, 1.315], [0.159, 2.420, 1.190], [-1.863, -0.284, 0.624], [-3.274, -1.038, -0.386], [0.507, 0.337, -0.254], [0.000, 0.518, 0.644], [0.536, -1.653, 0.279], [0.378, -0.236, 1.222], [0.257, 1.191, 0.477], [0.040, 0.069, 0.728], [-1.384, 0.539, 0.871], [-0.257, 1.063, 0.123], [-0.515, -0.931, 0.773], [-0.222, -1.337, -0.947], [0.626, -0.590, -0.456], [2.658, 0.792, -0.533]], "mol_weight_da": 189.24, "lumo_energy_ev": 0.52, "multiplicity": 1, "homo_ha": -0.315, "homo_lumo_gap_ev": 9.0895}